(1)
ORCA calculation (the ωB97M-V functional and the def2-TZVPD basis) on a structure of composition C64H56AsBrNO2P2Ti.

Last column: Löwdin spin population.
Cartesian coordinates (Å):
Ti: 0.436 0.024 0.506  0.95
C: -0.824 -3.868 4.104  0.00
C: -0.389 -2.457 3.904  0.00
C: -0.009 -1.664 4.997  0.01
C: 0.354 -0.347 4.766  0.00
C: 0.359 0.114 3.469  0.02
Br: 0.841 1.903 3.113  0.00
N: 0.031 -0.616 2.382  0.01
C: -0.363 -1.892 2.640  0.01
H: -0.715 -4.161 5.144  0.00
H: -0.241 -4.553 3.492  0.00
H: -1.868 -3.988 3.824  0.00
H: -0.009 -2.069 5.995  0.00
H: 0.636 0.320 5.564  0.00
H: -0.663 -2.479 1.775  0.00
O: 0.986 3.454 0.599  0.00
C: -0.088 4.287 0.835  0.00
C: 0.003 5.585 1.316  0.00
C: -1.138 6.367 1.349  0.00
C: -2.357 5.857 0.924  0.00
C: -2.473 4.519 0.597  0.00
C: -1.336 3.715 0.585  0.00
P: -1.409 1.889 0.503  0.00
C: -2.538 1.740 -0.930  0.00
C: -3.901 1.475 -0.897  0.00
C: -4.628 1.501 -2.077  0.00
C: -4.006 1.781 -3.283  0.00
C: -2.651 2.070 -3.318  0.00
C: -1.922 2.047 -2.146  0.00
C: -2.418 1.614 2.017  0.00
C: -3.028 0.375 2.210  0.00
C: -3.745 0.112 3.364  0.00
C: -3.840 1.069 4.361  0.00
C: -3.220 2.296 4.190  0.00
C: -2.508 2.568 3.034  0.00
C: 2.122 3.943 -0.017  0.00
C: 2.290 5.225 -0.524  0.00
C: 3.489 5.572 -1.121  0.00
C: 4.520 4.652 -1.225  0.00
C: 4.335 3.367 -0.759  0.00
C: 3.132 2.996 -0.164  0.00
P: 2.861 1.218 0.254  0.00
C: 4.368 1.118 1.323  0.00
C: 5.499 0.329 1.146  0.00
C: 6.586 0.455 1.995  0.00
C: 6.560 1.349 3.049  0.00
C: 5.433 2.132 3.247  0.00
C: 4.353 2.022 2.391  0.00
C: 3.166 0.753 -1.507  0.00
C: 4.274 0.158 -2.094  0.00
C: 4.371 0.080 -3.476  0.00
C: 3.390 0.619 -4.287  0.00
C: 2.271 1.206 -3.712  0.00
C: 2.153 1.248 -2.336  0.00
H: 0.949 5.964 1.673  0.00
H: -1.072 7.381 1.710  0.00
H: -3.226 6.493 0.903  0.00
H: -3.440 4.100 0.360  0.00
H: -4.400 1.261 0.038  0.00
H: -5.686 1.296 -2.055  0.00
H: -4.583 1.793 -4.194  0.00
H: -2.168 2.322 -4.251  0.00
H: -0.867 2.316 -2.152  0.00
H: -2.953 -0.387 1.435  0.00
H: -4.238 -0.841 3.486  0.00
H: -4.406 0.863 5.256  0.00
H: -3.291 3.050 4.962  0.00
H: -2.028 3.529 2.935  0.00
H: 1.500 5.957 -0.478  0.00
H: 3.617 6.571 -1.504  0.00
H: 5.450 4.938 -1.689  0.00
H: 5.123 2.638 -0.868  0.00
H: 5.582 -0.395 0.351  0.00
H: 7.458 -0.155 1.824  0.00
H: 7.414 1.439 3.703  0.00
H: 5.398 2.836 4.065  0.00
H: 3.492 2.662 2.544  0.00
H: 5.076 -0.253 -1.503  0.00
H: 5.235 -0.392 -3.915  0.00
H: 3.506 0.595 -5.359  0.00
H: 1.508 1.643 -4.338  0.00
H: 1.285 1.733 -1.869  0.00
C: -6.240 -1.850 -2.101  0.00
C: -5.929 -1.972 -0.757  0.00
C: -4.616 -1.857 -0.338  0.00
C: -3.600 -1.614 -1.257  0.00
C: -3.917 -1.502 -2.603  0.00
C: -5.234 -1.616 -3.021  0.00
As: -1.722 -1.617 -0.604  0.00
C: -0.859 -2.000 -2.283  0.00
C: -0.288 -1.061 -3.118  0.00
C: 0.311 -1.465 -4.299  0.00
C: 0.343 -2.810 -4.630  0.00
C: -0.213 -3.759 -3.791  0.00
C: -0.820 -3.365 -2.605  0.00
C: -1.410 -4.237 -1.589  0.00
C: -1.518 -5.621 -1.661  0.00
C: -2.070 -6.330 -0.607  0.00
C: -2.529 -5.669 0.521  0.00
C: -2.440 -4.287 0.600  0.00
C: -1.869 -3.570 -0.438  0.00
H: -7.261 -1.960 -2.431  0.00
H: -6.712 -2.162 -0.039  0.00
H: -4.382 -1.988 0.715  0.00
H: -3.136 -1.336 -3.336  0.00
H: -5.471 -1.525 -4.071  0.00
H: -0.329 -0.011 -2.833  0.00
H: 0.757 -0.740 -4.960  0.00
H: 0.813 -3.117 -5.550  0.00
H: -0.163 -4.802 -4.059  0.00
H: -1.170 -6.146 -2.537  0.00
H: -2.148 -7.404 -0.662  0.00
H: -2.953 -6.231 1.339  0.00
H: -2.817 -3.769 1.476  0.00
C: 1.448 -3.750 0.484  0.00
C: 2.056 -2.449 -0.063  0.00
C: 2.579 -2.708 -1.489  0.00
C: 3.190 -2.022 0.879  0.00
O: 1.125 -1.403 -0.073  -0.02
H: 2.132 -4.570 0.282  0.00
H: 0.494 -3.963 0.002  0.00
H: 1.305 -3.688 1.561  0.00
H: 3.594 -3.099 -1.457  0.00
H: 2.579 -1.786 -2.068  0.00
H: 1.945 -3.424 -2.006  0.00
H: 3.855 -2.851 1.104  0.00
H: 2.760 -1.646 1.818  0.00
H: 3.760 -1.238 0.394  0.00

Computed properties:
E_HOMO (spin up / spin down) = -0.4648 / -0.4648 Eh
relative energy (zero: lowest compared OMol25 entry of this formula, charge and spin) = 98.9 kJ/mol
Kohn-Sham gap (spin up / spin down) = 0.261 / 0.260 Eh
multiplicity = 2
calculated total energy = -245425.383 eV
M = 1135.8 g mol⁻¹
charge = +2

***

(2)
ORCA calculation (the ωB97M-V functional and the def2-TZVPD basis) on a cluster of 11 separate species, C64H60N10O22 in total.

Last column: Löwdin charge in e.
Cartesian coordinates (Å):
C: 18.802 25.251 -19.632  -0.05
C: 17.428 25.196 -19.754  -0.08
C: 16.815 25.143 -20.977  -0.03
C: 17.584 25.171 -22.138  -0.15
C: 18.958 25.272 -22.045  0.00
C: 19.583 25.306 -20.795  -0.04
N: 16.960 25.015 -23.453  -0.34
O: 17.554 25.432 -24.425  0.08
O: 15.861 24.467 -23.502  0.06
H: 19.344 25.079 -18.711  0.09
H: 16.874 25.150 -18.824  0.12
H: 15.734 25.152 -20.919  0.13
H: 19.555 25.578 -22.896  0.12
H: 20.651 25.475 -20.800  0.09
C: 25.799 24.216 -17.704  -0.05
C: 26.171 24.828 -18.916  -0.07
C: 26.482 26.165 -19.000  -0.02
C: 26.486 26.963 -17.848  -0.15
C: 26.115 26.393 -16.648  -0.01
C: 25.722 25.052 -16.606  -0.07
N: 26.797 28.394 -17.933  -0.35
O: 26.883 29.013 -16.899  0.09
O: 26.840 28.888 -19.043  0.07
H: 25.585 23.158 -17.653  0.10
H: 26.392 24.068 -19.654  0.09
H: 26.863 26.558 -19.933  0.10
H: 26.008 26.870 -15.685  0.12
H: 25.443 24.615 -15.656  0.11
C: 24.436 19.712 -20.178  -0.06
C: 25.705 20.233 -20.436  -0.07
C: 26.714 20.198 -19.498  0.00
C: 26.507 19.536 -18.291  -0.16
C: 25.259 18.973 -18.057  -0.01
C: 24.209 19.086 -18.972  -0.07
N: 27.530 19.523 -17.258  -0.36
O: 28.336 20.425 -17.162  0.09
O: 27.521 18.542 -16.529  0.07
H: 23.623 19.794 -20.889  0.10
H: 25.867 20.757 -21.368  0.09
H: 27.668 20.662 -19.713  0.13
H: 25.043 18.475 -17.121  0.12
H: 23.216 18.753 -18.701  0.11
C: 25.839 26.699 -22.688  -0.05
C: 26.901 27.620 -22.646  -0.05
C: 28.045 27.283 -23.358  -0.01
C: 28.163 26.068 -24.001  -0.16
C: 27.140 25.156 -24.029  0.01
C: 25.980 25.471 -23.309  -0.06
N: 29.379 25.808 -24.774  -0.37
O: 29.686 24.651 -24.965  0.08
O: 29.989 26.740 -25.235  0.09
H: 24.980 26.960 -22.084  0.08
H: 26.781 28.489 -22.017  0.11
H: 28.802 28.057 -23.342  0.12
H: 27.259 24.154 -24.414  0.12
H: 25.254 24.685 -23.421  0.06
C: 22.407 20.109 -24.223  -0.04
C: 21.427 20.873 -23.543  -0.05
C: 21.847 21.949 -22.778  -0.02
C: 23.208 22.203 -22.604  -0.17
C: 24.126 21.492 -23.346  -0.03
C: 23.736 20.444 -24.158  -0.05
N: 23.581 23.318 -21.733  -0.33
O: 22.696 24.055 -21.369  0.06
O: 24.712 23.330 -21.305  0.07
H: 22.088 19.321 -24.893  0.10
H: 20.386 20.696 -23.766  0.09
H: 21.048 22.471 -22.268  0.12
H: 25.167 21.793 -23.350  0.12
H: 24.454 19.863 -24.720  0.10
C: 19.316 23.705 -27.217  -0.07
C: 19.889 24.801 -27.845  -0.06
C: 21.041 25.365 -27.331  0.01
C: 21.703 24.705 -26.273  -0.13
C: 21.117 23.597 -25.669  0.01
C: 19.920 23.081 -26.137  -0.05
N: 22.905 25.261 -25.685  -0.33
O: 23.512 24.566 -24.886  0.05
O: 23.174 26.428 -25.894  0.10
H: 18.358 23.373 -27.600  0.11
H: 19.344 25.320 -28.622  0.11
H: 21.451 26.249 -27.797  0.12
H: 21.765 23.134 -24.936  0.09
H: 19.411 22.202 -25.765  0.09
C: 27.529 14.564 -20.944  -0.07
C: 26.840 15.775 -20.784  -0.04
C: 26.334 16.383 -21.941  0.01
C: 26.683 15.878 -23.185  -0.15
C: 27.340 14.662 -23.330  0.01
C: 27.825 14.035 -22.187  -0.06
N: 26.229 16.566 -24.377  -0.36
O: 25.761 17.674 -24.266  0.07
O: 26.254 15.970 -25.433  0.08
H: 27.972 14.115 -20.064  0.11
H: 26.766 16.268 -19.827  0.10
H: 25.692 17.244 -21.812  0.11
H: 27.550 14.299 -24.325  0.12
H: 28.457 13.159 -22.227  0.11
C: 17.830 20.822 -30.691  -0.05
C: 17.243 20.785 -29.415  -0.07
C: 17.978 20.401 -28.335  -0.03
C: 19.301 20.001 -28.489  -0.15
C: 19.908 20.073 -29.710  0.00
C: 19.159 20.465 -30.824  -0.05
N: 20.117 19.748 -27.294  -0.32
O: 21.264 19.368 -27.408  0.09
O: 19.610 19.891 -26.194  0.03
H: 17.220 21.093 -31.541  0.11
H: 16.192 21.011 -29.291  0.11
H: 17.496 20.316 -27.369  0.12
H: 20.969 19.880 -29.793  0.13
H: 19.601 20.435 -31.810  0.11
C: 17.206 20.919 -22.399  -0.07
C: 17.779 19.741 -22.811  -0.08
C: 18.516 19.025 -21.910  -0.02
C: 18.665 19.480 -20.625  -0.14
C: 18.106 20.704 -20.211  0.01
C: 17.321 21.419 -21.097  -0.04
N: 19.613 18.848 -19.705  -0.35
O: 19.480 18.995 -18.510  0.08
O: 20.515 18.201 -20.237  0.06
H: 16.632 21.506 -23.110  0.11
H: 17.676 19.446 -23.846  0.11
H: 18.792 18.035 -22.255  0.13
H: 18.318 21.087 -19.222  0.11
H: 16.820 22.356 -20.907  0.10
C: 23.104 28.452 -20.349  -0.06
C: 22.480 29.429 -19.584  -0.05
C: 22.411 29.212 -18.210  0.00
C: 22.850 28.040 -17.617  -0.13
C: 23.274 26.995 -18.440  -0.01
C: 23.505 27.248 -19.788  -0.07
N: 22.825 27.895 -16.169  -0.34
O: 22.431 28.853 -15.540  0.08
O: 23.280 26.888 -15.654  0.08
H: 23.226 28.523 -21.424  0.11
H: 22.034 30.304 -20.030  0.11
H: 22.053 30.061 -17.642  0.12
H: 23.350 25.995 -18.037  0.10
H: 23.786 26.407 -20.408  0.08
C: 20.036 22.622 -15.355  -0.12
O: 21.096 21.732 -15.084  -0.16
C: 21.731 21.243 -16.284  -0.18
C: 22.901 22.122 -16.688  -0.20
O: 22.616 23.499 -16.871  -0.19
C: 21.862 23.725 -18.034  -0.11
H: 19.392 22.661 -14.474  0.09
H: 19.374 22.270 -16.159  0.08
H: 20.340 23.639 -15.615  0.08
H: 21.001 21.027 -17.065  0.11
H: 22.163 20.337 -15.848  0.13
H: 23.418 21.757 -17.588  0.11
H: 23.638 22.066 -15.885  0.13
H: 22.502 23.575 -18.912  0.08
H: 21.700 24.807 -18.052  0.07
H: 20.876 23.257 -18.068  0.08

Computed properties:
E_HOMO = -0.3484 Eh
SMILES = O=[N+]([O-])c1ccccc1.O=[N+]([O-])c1ccccc1.O=[N+]([O-])c1ccccc1.O=[N+]([O-])c1ccccc1.O=[N+]([O-])c1ccccc1.O=[N+]([O-])c1ccccc1.O=[N+]([O-])c1ccccc1.O=[N+]([O-])c1ccccc1.O=[N+]([O-])c1ccccc1.O=[N+]([O-])c1ccccc1.COCCOC
Kohn-Sham gap = 0.301 Eh
multiplicity = 1
calculated total energy = -127257.411 eV
M = 1321.2 g mol⁻¹

***

(3)
ORCA calculation (the ωB97M-V functional and the def2-TZVPD basis) on a structure of composition C64H63CsFN3O2P2S2.

Last column: Löwdin charge in e.
Cartesian coordinates (Å):
Cs: 1.144 0.514 -0.009  0.97
C: 2.305 2.574 3.335  -0.06
C: 3.831 2.655 3.313  -0.36
C: 4.301 3.629 2.231  -0.06
C: 4.441 1.258 3.328  -0.14
C: 4.927 0.822 4.557  -0.07
C: 5.392 -0.468 4.746  -0.12
C: 5.343 -1.346 3.678  -0.06
C: 4.874 -0.958 2.425  -0.13
C: 4.832 -2.037 1.351  -0.35
C: 3.420 -2.288 0.823  -0.08
C: 5.807 -1.816 0.192  -0.04
C: 4.439 0.374 2.219  -0.20
N: 3.957 0.791 0.969  -0.02
C: 4.855 1.345 0.141  -0.32
C: 6.227 1.614 0.404  -0.06
C: 7.044 2.245 -0.521  -0.13
C: 6.576 2.644 -1.765  -0.14
C: 5.243 2.365 -2.082  -0.05
C: 4.455 1.731 -1.164  -0.23
F: 3.159 1.425 -1.510  -0.17
H: 1.870 3.571 3.448  0.07
H: 1.958 1.950 4.163  0.08
H: 1.905 2.154 2.414  0.03
H: 4.130 3.098 4.270  0.11
H: 3.871 3.390 1.261  0.07
H: 5.387 3.622 2.131  0.07
H: 3.980 4.640 2.501  0.07
H: 4.926 1.516 5.393  0.10
H: 5.768 -0.789 5.710  0.08
H: 5.678 -2.370 3.813  0.10
H: 5.156 -2.956 1.855  0.12
H: 3.081 -1.403 0.290  -0.01
H: 2.724 -2.496 1.641  0.08
H: 3.420 -3.130 0.128  0.06
H: 5.481 -1.002 -0.452  0.07
H: 5.864 -2.721 -0.417  0.07
H: 6.806 -1.577 0.561  0.08
H: 6.634 1.319 1.363  0.11
H: 8.081 2.428 -0.257  0.09
H: 7.221 3.138 -2.480  0.08
H: 4.820 2.621 -3.045  0.11
C: -1.668 0.423 4.655  -0.08
C: -2.144 1.714 4.836  -0.09
C: -1.857 2.675 3.885  -0.05
C: -1.096 2.339 2.756  -0.27
N: -0.638 1.088 2.595  0.07
C: -0.921 0.172 3.515  -0.14
C: -0.778 3.336 1.702  -0.27
C: -0.498 4.648 2.111  -0.09
C: -0.183 5.613 1.169  -0.13
C: -0.177 5.253 -0.175  -0.13
C: -0.474 3.947 -0.547  -0.18
C: -0.775 2.907 0.356  -0.20
H: -1.867 -0.365 5.369  0.09
H: -2.742 1.965 5.705  0.10
H: -2.231 3.685 3.988  0.10
H: -0.526 -0.823 3.330  0.10
H: -0.483 4.907 3.167  0.09
H: 0.069 6.622 1.477  0.08
H: 0.071 5.998 -0.927  0.08
H: -0.462 3.726 -1.616  0.07
C: -5.550 2.958 3.138  -0.42
S: -6.222 3.117 1.472  0.78
C: -5.422 1.688 0.690  -0.52
C: -3.920 1.841 0.502  -0.26
C: -3.132 0.562 0.216  -0.27
N: -3.363 -0.064 -1.120  -0.46
P: -3.480 -1.747 -1.363  1.04
C: -5.114 -2.285 -0.694  -0.37
C: -5.319 -3.664 -0.593  -0.12
C: -6.532 -4.171 -0.160  -0.10
C: -7.574 -3.307 0.164  -0.11
C: -7.389 -1.939 0.042  -0.09
C: -6.166 -1.436 -0.388  -0.10
C: -2.410 -2.419 -0.024  -0.35
C: -1.099 -2.710 -0.383  -0.13
C: -0.199 -3.213 0.547  -0.09
C: -0.610 -3.433 1.853  -0.09
C: -1.922 -3.156 2.221  -0.10
C: -2.818 -2.655 1.289  -0.11
P: -3.152 1.058 -2.420  1.06
C: -4.900 1.286 -2.971  -0.38
C: -5.767 0.232 -3.261  -0.12
C: -7.100 0.470 -3.553  -0.09
C: -7.587 1.773 -3.564  -0.10
C: -6.736 2.831 -3.286  -0.10
C: -5.400 2.585 -2.989  -0.11
C: -2.461 0.096 -3.815  -0.39
C: -1.195 -0.487 -3.708  -0.11
C: -0.580 -1.068 -4.807  -0.09
C: -1.204 -1.057 -6.047  -0.09
C: -2.448 -0.460 -6.175  -0.10
C: -3.069 0.109 -5.072  -0.11
H: -5.957 3.778 3.728  0.02
H: -4.464 3.027 3.137  0.00
H: -5.855 2.010 3.586  0.04
H: -5.936 1.591 -0.268  0.04
H: -5.659 0.805 1.290  0.07
H: -3.469 2.254 1.408  0.08
H: -3.701 2.580 -0.272  0.08
H: -3.352 -0.177 0.987  0.10
H: -2.084 0.878 0.292  0.04
H: -4.511 -4.342 -0.850  0.11
H: -6.671 -5.243 -0.078  0.09
H: -8.525 -3.702 0.501  0.09
H: -8.196 -1.255 0.278  0.10
H: -6.030 -0.372 -0.509  0.06
H: -0.762 -2.574 -1.404  0.02
H: 0.810 -3.442 0.228  0.07
H: 0.089 -3.824 2.584  0.10
H: -2.248 -3.326 3.241  0.10
H: -3.839 -2.446 1.587  0.10
H: -5.389 -0.785 -3.256  0.09
H: -7.762 -0.361 -3.764  0.10
H: -8.632 1.960 -3.785  0.09
H: -7.112 3.847 -3.286  0.10
H: -4.734 3.406 -2.748  0.10
H: -0.629 -0.522 -2.781  0.07
H: 0.384 -1.542 -4.667  0.04
H: -0.721 -1.510 -6.904  0.10
H: -2.947 -0.436 -7.137  0.09
H: -4.038 0.571 -5.201  0.09
O: 7.573 -5.946 -2.102  0.07
C: 7.208 -4.882 -2.885  -0.50
O: 8.050 -4.388 -3.591  0.08
C: 5.807 -4.443 -2.784  -0.19
C: 5.452 -3.193 -3.304  -0.04
C: 4.158 -2.729 -3.239  -0.11
C: 3.115 -3.502 -2.677  -0.76
S: 1.476 -2.977 -2.662  0.56
C: 3.491 -4.758 -2.149  -0.15
C: 4.792 -5.209 -2.197  -0.06
H: 6.845 -6.152 -1.504  0.07
H: 6.232 -2.584 -3.744  0.12
H: 3.913 -1.749 -3.628  0.10
H: 2.719 -5.378 -1.711  0.09
H: 4.993 -6.202 -1.803  0.10

Computed properties:
E_HOMO = -0.0746 Eh
relative energy (zero: lowest compared OMol25 entry of this formula, charge and spin) = 40.8 kJ/mol
Kohn-Sham gap = 0.196 Eh
multiplicity = 1
calculated total energy = -119472.593 eV
M = 1184.2 g mol⁻¹
charge = -2